a | 92
Properties=species:S:1:pos:R:3:lowdin_charge:R:1 method="wB97M-V/def2-TZVPD" charge=+1 gap_ev=5.3 e_homo_ev=-10.20
C -1.42 6.10 -1.25 -0.002
N -1.49 4.68 -1.01 -0.033
C -2.69 4.03 -1.13 -0.369
O -3.78 4.55 -1.35 0.108
C -2.39 2.54 -0.95 -0.152
C -2.98 1.75 -2.13 -0.081
C -4.49 1.60 -2.08 -0.234
C -5.28 1.98 -3.17 -0.034
C -6.67 1.95 -3.07 -0.065
C -7.28 1.50 -1.89 -0.074
C -6.49 1.03 -0.83 -0.070
C -5.09 1.08 -0.93 -0.048
N -0.93 2.51 -0.82 0.063
C -0.25 1.40 -0.42 0.048
C 1.12 1.23 -0.61 -0.053
C 1.98 0.26 -0.09 0.051
C 3.43 0.40 -0.32 -0.161
C 3.94 1.67 -0.65 0.063
C 5.19 1.82 -1.28 -0.139
N 5.65 3.11 -1.64 -0.312
O 6.78 3.21 -2.18 0.078
O 4.93 4.11 -1.41 0.060
C 6.01 0.71 -1.54 0.040
C 5.58 -0.54 -1.10 -0.023
C 4.41 -0.65 -0.34 -0.003
C -0.32 3.82 -1.10 -0.462
C 0.29 3.88 -2.51 0.021
C 0.75 4.29 -0.11 0.019
H -2.42 6.52 -1.13 0.105
H -0.74 6.56 -0.52 0.095
H -1.04 6.32 -2.26 0.102
H -2.86 2.21 -0.01 0.163
H -2.69 2.27 -3.06 0.126
H -2.50 0.76 -2.16 0.122
H -4.79 2.35 -4.07 0.117
H -7.28 2.29 -3.91 0.109
H -8.37 1.47 -1.81 0.108
H -6.94 0.63 0.07 0.106
H -4.46 0.75 -0.10 0.107
H -0.86 0.61 0.04 0.158
H 1.57 1.96 -1.27 0.080
H 1.61 -0.52 0.59 0.115
H 3.38 2.57 -0.40 0.106
H 6.97 0.90 -2.04 0.131
H 6.19 -1.42 -1.37 0.126
H 4.24 -1.56 0.25 0.116
H -0.49 3.66 -3.26 0.102
H 0.68 4.90 -2.68 0.098
H 1.11 3.17 -2.62 0.081
H 0.35 4.35 0.91 0.112
H 1.62 3.62 -0.11 0.057
H 1.11 5.28 -0.40 0.099
C 1.45 -2.69 6.63 -0.073
C 0.25 -2.02 6.41 -0.029
C -0.41 -2.10 5.16 -0.164
C -1.73 -1.62 5.00 -0.032
C -2.42 -1.82 3.82 -0.074
C -1.77 -2.42 2.72 -0.051
C -0.47 -2.88 2.81 -0.154
C 0.08 -3.72 1.67 -0.115
C 1.27 -3.30 0.80 -0.251
C 1.67 -4.54 0.01 -0.115
C 0.93 -4.54 -1.34 -0.252
C -0.45 -3.85 -1.29 -0.135
C -0.29 -2.40 -0.87 -0.162
N 1.07 -2.20 -0.25 -0.126
C 2.11 -2.42 -1.35 -0.184
C 1.79 -3.62 -2.22 -0.140
C 0.23 -2.78 4.06 -0.111
C 1.46 -3.43 4.32 -0.030
C 2.05 -3.41 5.58 -0.069
H 1.92 -2.66 7.62 0.108
H -0.23 -1.45 7.21 0.117
H -2.21 -1.13 5.85 0.115
H -3.47 -1.53 3.72 0.105
H -2.32 -2.57 1.79 0.105
H 0.39 -4.67 2.14 0.129
H -0.78 -3.99 1.04 0.096
H 2.09 -2.94 1.45 0.138
H 2.76 -4.51 -0.16 0.119
H 1.44 -5.45 0.57 0.121
H 0.85 -5.55 -1.75 0.144
H -0.90 -3.88 -2.29 0.119
H -1.15 -4.38 -0.65 0.104
H -0.35 -1.72 -1.73 0.119
H -1.01 -2.07 -0.12 0.098
H 2.20 -1.50 -1.92 0.117
H 3.07 -2.58 -0.86 0.083
H 2.72 -4.11 -2.51 0.124
H 1.27 -3.31 -3.13 0.118
H 1.96 -3.98 3.51 0.102
H 2.98 -3.96 5.76 0.107

b | 92
Properties=species:S:1:pos:R:3:lowdin_charge:R:1 method="wB97M-V/def2-TZVPD" charge=+1 gap_ev=5.9 e_homo_ev=-10.45
C 5.54 2.08 -2.03 0.000
N 4.23 1.99 -1.42 -0.027
C 3.68 3.06 -0.77 -0.367
O 4.24 4.13 -0.52 0.103
C 2.27 2.65 -0.34 -0.163
C 1.17 3.49 -1.00 -0.084
C 1.16 4.88 -0.44 -0.243
C 1.33 5.99 -1.27 -0.033
C 1.42 7.26 -0.70 -0.064
C 1.32 7.42 0.69 -0.071
C 1.11 6.31 1.51 -0.066
C 0.99 5.04 0.94 -0.048
N 2.18 1.26 -0.78 0.045
C 1.08 0.53 -0.45 0.021
C 0.65 -0.59 -1.15 -0.075
C -0.10 -1.69 -0.69 0.018
C 0.09 -2.95 -1.42 -0.171
C 1.09 -3.06 -2.41 0.070
C 1.07 -4.10 -3.36 -0.136
N 2.10 -4.17 -4.33 -0.309
O 2.00 -5.04 -5.23 0.083
O 3.08 -3.39 -4.24 0.058
C 0.07 -5.09 -3.32 0.042
C -0.75 -5.13 -2.19 -0.034
C -0.71 -4.12 -1.21 0.001
C 3.29 0.90 -1.68 -0.464
C 2.89 0.91 -3.15 0.023
C 3.91 -0.46 -1.34 0.025
H 6.09 2.92 -1.60 0.105
H 6.08 1.14 -1.83 0.093
H 5.47 2.21 -3.12 0.101
H 2.19 2.71 0.77 0.166
H 1.38 3.49 -2.08 0.125
H 0.20 3.00 -0.84 0.120
H 1.43 5.83 -2.35 0.118
H 1.59 8.12 -1.35 0.109
H 1.39 8.42 1.13 0.108
H 1.05 6.41 2.60 0.108
H 0.81 4.15 1.56 0.108
H 0.51 0.89 0.42 0.150
H 0.91 -0.62 -2.21 0.100
H -0.49 -1.73 0.33 0.127
H 1.91 -2.33 -2.45 0.090
H 0.02 -5.80 -4.15 0.133
H -1.41 -5.99 -2.07 0.121
H -1.28 -4.21 -0.27 0.125
H 2.39 1.85 -3.42 0.098
H 3.80 0.79 -3.75 0.097
H 2.23 0.07 -3.37 0.073
H 4.20 -0.48 -0.28 0.111
H 3.17 -1.24 -1.53 0.059
H 4.78 -0.62 -1.98 0.098
C -0.95 -4.08 5.78 -0.068
C -0.37 -2.83 5.94 -0.026
C -0.60 -1.80 5.00 -0.164
C 0.08 -0.56 5.10 -0.028
C -0.16 0.46 4.19 -0.074
C -1.18 0.31 3.22 -0.054
C -1.90 -0.88 3.10 -0.147
C -3.16 -0.94 2.26 -0.112
C -3.19 -1.57 0.85 -0.242
C -4.64 -1.43 0.36 -0.105
C -4.72 -0.31 -0.70 -0.263
C -3.89 0.92 -0.23 -0.116
C -2.42 0.57 -0.07 -0.155
N -2.25 -0.92 -0.18 -0.126
C -2.65 -1.34 -1.56 -0.168
C -4.06 -0.92 -1.94 -0.132
C -1.55 -2.00 3.93 -0.112
C -2.12 -3.29 3.80 -0.031
C -1.81 -4.31 4.69 -0.066
H -0.74 -4.87 6.49 0.108
H 0.30 -2.62 6.78 0.119
H 0.80 -0.42 5.91 0.117
H 0.40 1.39 4.23 0.104
H -1.42 1.17 2.59 0.096
H -3.89 -1.53 2.84 0.131
H -3.61 0.07 2.22 0.119
H -2.87 -2.62 0.88 0.130
H -4.96 -2.40 -0.05 0.124
H -5.33 -1.20 1.19 0.126
H -5.76 -0.01 -0.88 0.146
H -3.97 1.72 -0.97 0.119
H -4.31 1.30 0.71 0.115
H -1.77 1.05 -0.81 0.115
H -2.06 0.89 0.92 0.076
H -1.94 -0.88 -2.25 0.121
H -2.52 -2.43 -1.60 0.107
H -4.60 -1.80 -2.29 0.118
H -4.01 -0.23 -2.78 0.119
H -2.82 -3.47 2.98 0.099
H -2.25 -5.30 4.54 0.106

Bottom line: b, by a margin of 0.211 eV.

a | 18
Properties=species:S:1:pos:R:3:lowdin_charge:R:1 method="wB97M-V/def2-TZVPD" charge=+1 gap_ev=7.5 e_homo_ev=-12.92 smiles="C[C@H](P=S)[NH+](C)C"
C -1.12 -0.67 -1.10 -0.148
C -0.07 -0.96 -0.14 -0.589
P -0.58 -2.17 1.30 0.510
S -1.48 -3.55 0.38 0.287
N 0.55 0.26 0.59 -0.268
C 1.55 0.93 -0.31 -0.026
C -0.39 1.33 0.96 -0.025
H -2.09 -0.89 -0.75 0.052
H -1.08 0.42 -1.48 0.124
H -1.13 -1.36 -1.91 0.076
H 0.92 -1.33 -0.56 0.137
H 1.00 -0.33 1.33 0.137
H 1.24 0.87 -1.43 0.155
H 1.70 1.95 0.12 0.101
H 2.58 0.59 0.03 0.130
H -0.54 1.95 0.03 0.121
H -1.27 0.89 1.33 0.086
H 0.21 2.06 1.60 0.140

b | 18
Properties=species:S:1:pos:R:3:lowdin_charge:R:1 method="wB97M-V/def2-TZVPD" charge=+1 gap_ev=6.5 e_homo_ev=-13.42
C -0.72 1.43 1.39 -0.131
C -0.27 -1.48 -1.28 -0.145
C 1.03 0.60 -1.44 -0.066
C -0.76 0.03 1.25 -0.340
N 0.73 -0.65 -0.69 -0.157
P 0.17 -1.26 2.15 0.525
S 0.66 -0.30 3.78 0.301
H -1.73 1.81 1.48 0.128
H -0.05 1.71 2.15 0.028
H -0.51 2.08 0.46 0.157
H -0.19 -2.40 -0.74 0.080
H -1.29 -1.12 -1.07 0.076
H -0.21 -1.71 -2.35 0.110
H 1.74 1.26 -0.87 0.114
H 1.28 0.48 -2.44 0.075
H 0.13 1.16 -1.49 0.059
H -1.52 -0.38 0.53 0.079
H 1.51 -1.26 -0.82 0.109

Bottom line: a, by a margin of 1.511 eV.

a | 9
Properties=species:S:1:pos:R:3:lowdin_charge:R:1 method="wB97M-V/def2-TZVPD" gap_ev=9.3 e_homo_ev=-10.24 smiles="O=CC(=O)[C@@H](F)Cl"
O -2.34 -0.51 -0.75 0.102
C -1.18 -0.68 -0.48 -0.161
C -0.42 0.57 0.08 -0.369
O -0.89 1.66 0.12 0.170
C 1.04 0.29 0.44 -0.682
F 1.07 -0.85 1.17 -0.015
Cl 2.01 0.10 -1.03 0.696
H -0.73 -1.68 -0.63 0.133
H 1.43 1.10 1.07 0.124

b | 9
Properties=species:S:1:pos:R:3:lowdin_charge:R:1 method="wB97M-V/def2-TZVPD" gap_ev="7.8 / 7.8" e_homo_ev="-10.05 / -10.05"
C -0.51 -0.92 0.39 -0.187
C 0.18 -1.97 0.15 0.035
C 1.02 0.31 -0.77 -0.891
O -0.12 0.30 0.09 -0.104
O 1.95 -0.51 -0.53 -0.035
F 0.33 -3.23 0.21 0.218
Cl 0.20 -0.03 -2.40 0.551
H -1.57 -0.91 1.01 0.231
H 1.33 1.51 -0.87 0.184

Bottom line: a, by a margin of 4.409 eV.

a | 64
Properties=species:S:1:pos:R:3:lowdin_charge:R:1 method="wB97M-V/def2-TZVPD" charge=+2 gap_ev=6.8 e_homo_ev=-13.32
Hf 0.58 -0.08 0.64 1.386
C 3.78 -1.76 -2.13 0.017
C 2.97 -1.34 -0.96 -0.233
N 2.00 -0.49 -1.02 -0.073
N 1.67 -0.03 -2.29 0.107
C 0.61 0.72 -2.19 -0.402
O 0.11 1.02 -1.01 -0.212
C -0.11 1.16 -3.39 -0.156
C 0.33 0.78 -4.66 -0.013
C -0.37 1.19 -5.77 -0.052
C -1.51 1.97 -5.64 -0.049
C -1.96 2.34 -4.38 -0.058
C -1.26 1.94 -3.25 -0.019
C 3.14 -1.98 0.36 -0.240
C 4.21 -2.80 0.65 0.032
C 4.26 -3.45 1.88 0.007
C 3.22 -3.26 2.77 -0.003
C 2.18 -2.41 2.42 -0.133
N 2.13 -1.77 1.25 -0.057
H 3.74 -1.01 -2.91 0.087
H 3.37 -2.69 -2.53 0.123
H 4.82 -1.95 -1.85 0.087
H 1.22 0.17 -4.76 0.114
H -0.03 0.90 -6.76 0.115
H -2.06 2.28 -6.52 0.116
H -2.85 2.94 -4.28 0.111
H -1.60 2.22 -2.27 0.107
H 5.00 -2.95 -0.07 0.122
H 5.09 -4.09 2.13 0.133
H 3.20 -3.76 3.73 0.128
H 1.36 -2.25 3.10 0.050
I 3.26 1.26 2.02 0.918
C 2.74 2.71 3.48 -1.148
I 2.29 4.64 2.78 0.824
H 3.63 2.79 4.10 -0.034
H 1.91 2.32 4.06 -0.033
Br -0.63 -0.58 3.22 0.885
C -2.08 -1.66 2.55 -0.527
C -3.04 -2.06 3.43 -0.098
C -4.08 -2.87 2.94 -0.044
C -4.10 -3.25 1.63 -0.002
C -3.09 -2.83 0.73 -0.150
C -3.10 -3.25 -0.62 0.003
C -2.11 -2.86 -1.47 -0.045
C -1.08 -2.01 -1.02 -0.108
C -1.02 -1.55 0.28 -0.246
C -2.04 -1.99 1.18 -0.236
H -3.00 -1.77 4.47 0.112
H -4.86 -3.19 3.63 0.120
H -4.90 -3.88 1.26 0.127
H -3.91 -3.88 -0.96 0.128
H -2.12 -3.19 -2.50 0.117
H -0.33 -1.73 -1.75 0.088
C -1.09 4.97 0.35 0.003
N -1.26 4.05 1.49 -0.167
C -2.16 4.41 2.59 0.013
C -0.67 2.91 1.49 -0.264
N -0.14 1.87 1.49 0.009
H -0.80 5.95 0.74 0.100
H -2.02 5.04 -0.20 0.105
H -0.30 4.59 -0.30 0.100
H -1.84 5.36 3.01 0.102
H -2.12 3.64 3.35 0.101
H -3.18 4.50 2.21 0.106

b | 64
Properties=species:S:1:pos:R:3:lowdin_charge:R:1 method="wB97M-V/def2-TZVPD" charge=+2 gap_ev=6.7 e_homo_ev=-13.28
Hf 0.33 0.03 0.66 1.520
C 1.31 -4.09 2.43 0.012
C 0.94 -2.68 2.18 -0.243
N 0.52 -2.20 1.06 -0.082
N 0.27 -3.05 0.00 0.119
C -0.05 -2.34 -1.04 -0.372
O -0.01 -1.01 -1.00 -0.216
C -0.48 -2.98 -2.29 -0.164
C -0.56 -2.21 -3.45 -0.026
C -0.96 -2.80 -4.64 -0.057
C -1.29 -4.15 -4.66 -0.048
C -1.21 -4.92 -3.50 -0.051
C -0.80 -4.33 -2.32 -0.013
C 1.10 -1.65 3.23 -0.218
C 1.53 -1.95 4.51 0.034
C 1.65 -0.93 5.45 0.012
C 1.32 0.37 5.08 -0.002
C 0.91 0.60 3.79 -0.101
N 0.80 -0.37 2.88 -0.055
H 1.10 -4.70 1.56 0.083
H 2.37 -4.15 2.67 0.112
H 0.76 -4.50 3.29 0.105
H -0.29 -1.16 -3.42 0.115
H -1.01 -2.22 -5.55 0.113
H -1.60 -4.61 -5.59 0.117
H -1.46 -5.97 -3.53 0.116
H -0.73 -4.92 -1.41 0.115
H 1.78 -2.97 4.77 0.127
H 1.98 -1.15 6.45 0.133
H 1.39 1.19 5.78 0.129
H 0.64 1.60 3.46 0.027
I -3.32 4.22 0.73 0.781
C -2.26 4.75 2.49 -1.150
I -0.20 4.27 2.44 0.807
H -2.71 4.24 3.33 -0.034
H -2.33 5.83 2.59 -0.033
Br 3.13 -0.28 0.58 0.923
C 3.56 1.30 -0.45 -0.528
C 4.85 1.55 -0.78 -0.088
C 5.12 2.70 -1.55 -0.041
C 4.10 3.51 -1.95 -0.001
C 2.75 3.23 -1.60 -0.147
C 1.68 4.05 -2.03 0.006
C 0.39 3.75 -1.69 -0.064
C 0.12 2.61 -0.89 -0.190
C 1.12 1.78 -0.44 -0.292
C 2.46 2.09 -0.82 -0.247
H 5.65 0.89 -0.47 0.116
H 6.14 2.92 -1.82 0.121
H 4.31 4.39 -2.55 0.127
H 1.90 4.92 -2.64 0.128
H -0.42 4.38 -2.02 0.111
H -0.92 2.44 -0.63 0.031
C -5.16 0.92 0.12 -0.016
N -3.88 0.44 -0.43 -0.143
C -3.82 -0.04 -1.82 0.034
C -2.81 0.39 0.28 -0.236
N -1.83 0.31 0.91 0.095
H -5.88 0.11 0.07 0.107
H -5.51 1.76 -0.48 0.092
H -5.03 1.24 1.15 0.085
H -4.57 -0.82 -1.96 0.109
H -2.84 -0.44 -2.04 0.088
H -4.04 0.80 -2.49 0.108

Bottom line: a, by a margin of 0.166 eV.

a | 39
Properties=species:S:1:pos:R:3:lowdin_charge:R:1 method="wB97M-V/def2-TZVPD" charge=-1 gap_ev=6.5 e_homo_ev=-3.87
Ru -0.02 0.21 0.13 0.872
N 2.94 -0.87 2.58 0.169
C 2.47 0.57 2.46 -0.504
C 3.18 1.45 3.47 -0.085
P 3.00 0.92 0.70 0.280
O 2.66 2.47 0.50 -0.139
O 4.46 0.68 0.73 -0.301
O 2.11 0.03 -0.12 -0.409
P 0.65 0.58 2.56 0.286
O 0.32 0.90 4.11 -0.133
O 0.12 1.75 1.74 -0.380
O 0.19 -0.80 2.19 -0.338
H 3.85 -0.93 2.09 0.137
H 2.27 -1.49 2.10 0.080
H 3.04 -1.16 3.55 0.160
H 4.26 1.47 3.27 0.081
H 2.99 1.12 4.49 0.075
H 2.81 2.47 3.36 0.089
H 1.71 2.57 0.29 0.029
H -0.13 1.75 4.18 0.077
O -2.05 0.39 0.30 -0.260
N -2.61 1.35 -0.43 -0.190
C -3.92 1.58 -0.21 -0.031
C -4.61 2.52 -0.92 -0.083
C -3.92 3.25 -1.91 -0.097
C -2.60 2.99 -2.13 -0.101
C -1.90 2.02 -1.38 -0.632
S -0.25 1.62 -1.60 0.683
H -4.34 0.97 0.57 0.133
H -5.65 2.68 -0.71 0.095
H -4.44 4.00 -2.49 0.098
H -2.04 3.52 -2.89 0.101
O 0.02 -1.63 -0.87 -0.294
N -0.85 -2.39 -0.30 -0.026
C -0.33 -3.37 0.42 -0.327
C -1.22 -4.32 1.01 -0.204
N -1.90 -5.12 1.48 0.120
C 1.06 -3.43 0.76 -0.180
N 2.15 -3.44 1.12 0.149

b | 39
Properties=species:S:1:pos:R:3:lowdin_charge:R:1 method="wB97M-V/def2-TZVPD" charge=-1 gap_ev="7.0 / 7.0" e_homo_ev="-4.21 / -4.21"
Ru 1.36 -0.17 -0.87 0.904
N -2.43 0.30 -1.31 0.166
C -2.20 -0.05 0.15 -0.502
C -3.52 -0.04 0.90 -0.082
P -1.44 -1.74 0.09 0.311
O -2.67 -2.41 -0.77 -0.171
O -1.33 -2.37 1.41 -0.291
O -0.29 -1.60 -0.88 -0.407
P -1.03 1.25 0.74 0.328
O -2.01 2.52 0.38 -0.163
O -0.74 1.21 2.18 -0.284
O 0.04 1.29 -0.32 -0.419
H -2.97 -0.45 -1.77 0.109
H -1.52 0.38 -1.82 0.092
H -2.92 1.19 -1.39 0.149
H -4.24 -0.73 0.44 0.077
H -3.95 0.96 0.95 0.074
H -3.33 -0.39 1.91 0.089
H -2.69 -3.36 -0.63 0.076
H -1.72 3.30 0.87 0.074
O 1.67 -0.77 1.00 -0.275
N 2.56 -0.05 1.68 -0.183
C 2.52 -0.17 3.02 -0.017
C 3.45 0.45 3.81 -0.071
C 4.44 1.23 3.19 -0.090
C 4.43 1.37 1.83 -0.102
C 3.46 0.74 1.03 -0.639
S 3.33 0.93 -0.68 0.636
H 1.71 -0.78 3.37 0.143
H 3.39 0.34 4.88 0.099
H 5.18 1.74 3.79 0.099
H 5.16 1.98 1.32 0.100
O 1.19 0.48 -2.99 -0.267
N -0.04 0.16 -3.12 -0.115
C -0.33 -0.80 -3.97 -0.324
C -1.72 -1.10 -4.11 -0.208
N -2.86 -1.28 -4.18 0.135
C 0.64 -1.51 -4.74 -0.192
N 1.43 -2.07 -5.37 0.142

Bottom line: a, by a margin of 0.393 eV.

a | 26
Properties=species:S:1:pos:R:3:lowdin_charge:R:1 method="wB97M-V/def2-TZVPD" charge=+1 gap_ev=8.9 e_homo_ev=-11.71
C -4.34 0.22 0.76 0.016
C -0.21 -2.18 -0.36 -0.559
C -0.02 0.21 -0.47 -0.295
C -0.09 2.67 -0.26 -0.085
C 3.65 0.30 0.90 -0.320
C -0.76 1.41 -0.78 -0.163
N -3.32 -0.06 0.34 0.077
N 0.87 -2.34 -1.03 0.042
N -0.77 -0.91 -0.29 0.124
N -1.02 -3.05 0.27 0.135
N 1.30 0.33 -0.17 -0.252
S 2.40 -0.89 0.16 0.957
H -5.37 0.67 0.78 0.116
H 0.84 2.83 -0.78 0.075
H 0.09 2.69 0.81 0.095
H -0.71 3.51 -0.45 0.079
H 2.99 0.81 1.56 0.001
H 4.44 0.83 0.42 0.040
H 4.10 -0.55 1.58 0.065
H -0.80 1.62 -1.90 0.168
H -1.79 1.45 -0.46 0.085
H 1.22 -3.21 -1.18 0.029
H -1.81 -0.74 -0.50 0.111
H -0.81 -4.05 0.14 0.122
H -1.73 -2.95 1.11 0.182
H 1.62 1.40 -0.22 0.157

b | 26
Properties=species:S:1:pos:R:3:lowdin_charge:R:1 method="wB97M-V/def2-TZVPD" charge=+1 gap_ev=10.1 e_homo_ev=-12.80
H 0.50 -3.75 0.45 0.073
N 0.75 -2.78 0.56 0.140
C 1.16 -2.43 1.68 -0.245
N 1.57 -1.13 1.95 0.109
C 1.54 -0.04 1.15 -0.440
N 2.12 1.08 1.62 0.206
N 1.13 -0.06 -0.09 0.190
C 0.06 0.14 -0.78 -0.391
C 0.10 -0.04 -2.26 -0.151
C -0.85 -1.15 -2.73 -0.072
N -1.10 0.51 -0.22 -0.240
S -1.38 0.60 1.47 0.912
C -1.54 2.40 1.65 -0.347
H 1.27 -3.06 2.57 0.139
H 1.98 -0.99 2.87 0.155
H 2.25 1.87 1.01 0.133
H 2.65 1.08 2.48 0.126
H -0.18 0.90 -2.74 0.128
H 1.12 -0.29 -2.55 0.123
H -0.70 -1.30 -3.80 0.084
H -1.89 -0.89 -2.57 0.071
H -0.63 -2.08 -2.21 0.077
H -1.92 0.51 -0.82 0.111
H -2.01 2.57 2.61 0.041
H -2.19 2.78 0.86 0.042
H -0.56 2.87 1.61 0.027

Bottom line: b, by a margin of 2.989 eV.